The following is a quantum chemistry calculation of a gas-phase ion, C4H11N2S (charge -1) at a distorted geometry, from OMol25.

Each atom is followed by the atoms it is bonded to, with distances in Å.
CARTESIAN COORDINATES (ANGSTROEM)
1 C 0.40487 -0.65231 -0.61515  N2 1.483, C5 1.522, H8 1.102, H9 1.102
2 N -0.38004 0.59146 -0.42593  C1 1.483, C3 1.426, H10 1.017
3 C 0.03271 1.74937 -1.14776  N2 1.426, N4 1.476, H11 1.106, H12 1.076
4 N 0.70632 2.83931 -0.41589  C3 1.476, H13 1.024, H14 1.020
5 C -0.29037 -1.83073 0.05099  C1 1.522, C6 1.541, H15 1.109, H16 1.101
6 C -0.33715 -1.77045 1.58972  C5 1.541, S7 1.842, H17 1.078, H18 1.087
7 S -0.68965 -0.24833 2.56551  C6 1.842
8 H 1.44157 -0.41686 -0.32477  C1 1.102
9 H 0.43586 -0.77548 -1.71018  C1 1.102
10 H -0.72054 0.59492 0.53288  N2 1.017
11 H 0.56086 1.35506 -2.03607  C3 1.106
12 H -0.84349 2.19863 -1.58171  C3 1.076
13 H 1.26405 2.35903 0.29611  N4 1.024
14 H -0.01355 3.24643 0.18115  N4 1.020
15 H -1.28905 -1.89407 -0.42625  C5 1.109
16 H 0.13416 -2.77010 -0.33465  C5 1.101
17 H 0.64107 -2.03161 1.95893  C6 1.078
18 H -1.05762 -2.54426 1.84304  C6 1.087

Computed properties:
LUMO: 4.10 eV
ΔE to the lowest compared entry with this formula, charge and spin: 101.60 kJ/mol
Total energy: -666.70787 hartree
Kohn-Sham gap: 6.6887 eV
Multiplicity: 1
Max |F|: 1.88 eV/A
Total charge: -1